9
Properties=species:S:1:pos:R:3 method="wB97M-V/def2-TZVPD" e_homo_ev="-8.2 / -9.1" de_lowest_ev=5.567 energy_ev=-17834.31245 charge=0
C 0.279 1.497 0.034
C -0.638 0.396 0.168
N -2.859 -0.392 0.063
O -0.078 -0.810 0.045
O -1.941 0.624 0.094
O -0.025 2.696 0.010
I -4.724 0.051 0.101
H 1.282 1.042 0.002
H -0.812 -1.315 -0.173

13
Properties=species:S:1:pos:R:3 method="wB97M-V/def2-TZVPD" e_homo_ev=-9.5 de_lowest_ev=1.083 smiles=C[C@@H]1CCO1 energy_ev=-6324.08462 charge=0
C -0.364 1.657 0.204
C -0.576 0.225 -0.229
C 0.033 -0.885 0.656
C 0.789 -1.293 -0.621
O 0.250 -0.166 -1.350
H 0.684 1.762 0.535
H -1.037 1.911 1.051
H -0.550 2.344 -0.616
H -1.632 0.039 -0.489
H 0.693 -0.496 1.447
H -0.668 -1.635 1.082
H 1.880 -1.224 -0.581
H 0.498 -2.239 -1.089

14
Properties=species:S:1:pos:R:3 method="wB97M-V/def2-TZVPD" e_homo_ev="-7.7 / -7.7" de_lowest_ev=5.059 energy_ev=-30006.32270 charge=0
C 0.511 -1.278 -0.255
C -0.638 -0.453 -0.122
C -2.113 1.884 0.243
C 1.830 -1.063 -0.415
O 1.780 1.401 -0.820
O 3.197 0.434 1.197
S 2.765 0.394 -0.493
S -0.643 1.186 0.188
H 0.315 -2.366 -0.179
H -1.649 -1.007 -0.142
H -2.223 3.013 0.522
H -2.953 1.364 -0.127
H 2.499 0.941 1.688
H 2.337 -2.010 -0.358

11
Properties=species:S:1:pos:R:3 method="wB97M-V/def2-TZVPD" e_homo_ev="-8.3 / -8.3" de_lowest_ev=1.463 energy_ev=-23929.66784 charge=0
C 0.679 1.148 1.943
C 1.685 0.041 -1.592
C 0.049 -0.261 0.036
C -1.348 -0.760 0.346
N 0.581 0.577 0.835
O 0.709 -0.668 -1.094
I 0.113 3.114 1.964
I 2.327 -0.836 -3.350
H -1.928 -0.256 -0.500
H -1.372 -1.747 0.131
H -1.496 -0.351 1.280

15
Properties=species:S:1:pos:R:3 method="wB97M-V/def2-TZVPD" e_homo_ev="-7.4 / -7.4" de_lowest_ev=5.523 energy_ev=-8289.47310 charge=0
C -1.790 -1.049 0.780
C -0.626 -0.521 -0.036
C -0.420 0.875 -0.473
N 0.273 0.431 0.637
C 1.723 0.264 0.628
C 2.246 0.332 -0.820
N 1.501 0.675 -1.710
H -2.193 -0.258 1.422
H -1.480 -1.890 1.418
H -2.594 -1.406 0.123
H -0.143 -1.277 -0.672
H 0.781 0.894 -2.374
H -1.106 1.728 -0.457
H 2.209 1.083 1.174
H 2.004 -0.681 1.105

13
Properties=species:S:1:pos:R:3 method="wB97M-V/def2-TZVPD" e_homo_ev=-9.4 de_lowest_ev=4.809 energy_ev=-10175.25281 charge=0
H 1.514 -0.341 -2.162
N 1.651 -0.227 -0.993
C 0.332 -0.217 -0.731
N -0.607 -0.625 -1.563
C -0.049 0.104 0.533
N -1.289 0.471 0.782
H -1.885 0.216 -0.043
N 0.897 0.238 1.492
O 0.286 0.962 2.650
H -1.636 -0.823 -1.160
H -0.248 -1.166 -2.306
H 1.722 0.726 1.244
H -0.688 0.684 2.257